This record from OMol25 describes C23H27GeN5O3SV as an isolated structure. The level of theory is wB97M-V/def2-TZVPD.

```
61
Properties=species:S:1:pos:R:3:forces:R:3
Ge 3.210 -0.970 -1.419 0.00 -0.07 0.01
N -0.261 7.273 0.480 -0.01 -0.02 0.05
N -0.159 2.293 0.230 -0.03 0.00 -0.05
H -1.062 4.500 -2.141 0.00 0.00 0.00
N -3.575 -6.956 1.194 0.01 -0.01 0.00
H 5.561 -0.137 -0.911 -0.02 0.01 -0.01
C 2.091 -0.193 0.005 -0.01 -0.02 -0.02
H -0.974 -3.657 -2.547 0.00 -0.01 0.00
H 0.814 2.696 1.995 0.00 0.01 0.00
C -0.063 6.488 -0.589 0.01 0.05 -0.05
C -3.338 -0.054 0.023 0.03 0.02 0.00
C -0.654 4.135 -1.209 0.02 0.04 -0.01
H 0.359 -1.802 -2.108 0.00 0.00 0.00
H -1.878 -0.751 3.944 0.01 -0.01 0.00
H -1.853 -1.317 -0.599 0.00 0.00 -0.03
N -2.016 -0.312 -0.578 -0.04 0.03 0.01
C -0.211 -3.165 -0.605 0.00 -0.01 0.02
C 2.170 -2.636 -1.339 -0.02 0.00 0.00
O 0.092 1.076 4.666 0.10 -0.04 -0.02
H 5.631 -1.683 -1.759 -0.02 0.00 -0.01
C -1.023 -3.875 -1.486 0.01 0.01 0.01
C 5.101 -1.122 -0.988 0.09 -0.02 0.04
H -3.672 0.943 -0.269 -0.01 -0.01 -0.01
H 0.329 -2.899 1.454 0.00 0.00 0.00
N -1.939 -0.003 1.957 -0.07 -0.09 -0.01
H 0.933 5.139 1.604 -0.01 0.02 -0.01
H -2.519 -5.401 -1.716 0.00 0.00 0.00
H 1.866 0.107 -3.296 0.00 -0.01 0.00
C -0.272 0.634 3.601 -0.15 0.03 0.05
H -1.204 -4.651 2.286 0.01 0.01 0.00
C 0.448 4.508 0.872 0.00 -0.01 0.03
O -4.222 -0.065 2.241 0.00 0.00 0.00
C -3.221 -0.062 1.543 -0.02 0.00 -0.01
H -0.255 8.272 0.359 0.00 0.00 -0.03
C 0.400 3.143 1.099 0.00 -0.06 -0.03
C 2.932 -0.037 -3.112 -0.03 0.02 -0.06
O 0.497 0.536 2.533 0.02 0.08 0.06
H 2.497 -3.209 -0.466 0.00 0.01 0.00
H -4.100 -0.768 -0.290 0.01 -0.01 0.00
C -2.853 -6.147 0.814 -0.01 0.02 0.01
H 5.237 -1.636 -0.037 -0.02 0.00 0.00
H -1.095 2.072 -1.589 0.00 0.02 -0.02
C -1.952 -5.134 0.334 0.00 0.00 0.00
H -2.389 0.916 3.807 -0.01 -0.01 0.01
H 3.408 0.944 -3.099 0.01 0.00 0.02
C 0.738 -2.100 -1.117 -0.02 0.01 -0.02
C -1.711 0.173 3.383 0.10 0.01 -0.03
C -1.145 -4.432 1.228 -0.02 -0.01 0.01
S 0.230 7.058 -2.099 0.00 -0.02 0.02
H -0.558 6.896 1.364 0.00 0.00 0.00
C 0.733 -0.857 -0.248 0.06 0.03 0.05
H 2.222 -3.293 -2.207 0.02 0.01 -0.01
C -0.667 2.793 -0.905 0.00 -0.05 0.03
H 3.348 -0.605 -3.945 0.00 0.00 0.01
C -0.094 5.025 -0.297 0.00 -0.05 0.01
V -0.353 0.227 0.812 0.04 0.03 0.02
H 2.086 0.900 -0.011 -0.02 0.01 0.01
C -1.889 -4.854 -1.028 0.00 0.00 -0.02
C -0.286 -3.457 0.757 0.01 0.01 -0.01
H -1.985 -0.014 -1.546 -0.01 0.00 0.00
H 2.516 -0.495 0.970 0.02 0.03 0.00
```
Forces are in eV/Å.

## Properties
- largest force on an atom (eV Å⁻¹) = 0.16
- energy (eV) = -130922.069
- HOMO energy (spin up / spin down) (eV) = -8.3 / -7.8
- <S²> = 1.186
- orbital gap (spin up / spin down) (eV) = 7.04 / 6.57
- 2S+1 = 2
- lowest unoccupied orbital energy (spin up / spin down) (eV) = -1.222 / -1.247